(1)
Density functional theory data (the ωB97M-V functional and the def2-TZVPD basis) for an isolated ion of composition C7H9N2S and charge +1.

Output
Net charge: +1
Kohn-Sham gap in eV: 8.280

Bonds (Å) are listed after each position.
Positions of all 19 atoms, in Å:
1 C 1.963 -1.323 -1.052  C2 1.452, C3 1.337, H11 1.132
2 C 1.830 -1.156 0.384  C1 1.452, C4 1.344, H12 1.064
3 C 1.053 -1.043 -1.991  C1 1.337, C6 1.530, H13 1.053
4 C 0.828 -0.334 0.742  C2 1.344, C7 1.633, S10 1.799
5 C -1.279 0.748 1.680  N8 1.373, N9 1.296, S10 1.755
6 C -0.240 -0.301 -1.646  C3 1.530, C7 1.497, H14 0.975, H15 1.082
7 C 0.026 0.500 -0.410  C4 1.633, C6 1.497, N8 1.498, H16 1.047
8 N -1.195 0.961 0.326  C5 1.373, C7 1.498, H17 1.055
9 N -2.156 1.401 2.374  C5 1.296, H18 1.016, H19 0.984
10 S 0.244 0.201 2.358  C4 1.799, C5 1.755
11 H 2.868 -1.936 -1.346  C1 1.132
12 H 2.596 -1.487 1.044  C2 1.064
13 H 1.226 -1.352 -2.983  C3 1.053
14 H -0.540 0.358 -2.299  C6 0.975
15 H -1.107 -0.937 -1.532  C6 1.082
16 H 0.853 1.117 -0.583  C7 1.047
17 H -2.058 1.145 -0.251  N8 1.055
18 H -2.722 2.045 1.829  N9 1.016
19 H -2.189 1.393 3.358  N9 0.984

=====

(2)
Density functional theory data (the ωB97M-V functional and the def2-TZVPD basis) for a 3-piece molecular cluster, C4H12N2O3 overall.

Output
SMILES string: [H]/N=C(\O)OC.N=O.CC
Net charge: 0
Kohn-Sham gap in eV: 9.209

Bonds (Å) are listed after each position.
Positions of all 21 atoms, in Å:
1 H -1.406 -0.237 1.486  N2 1.014
2 N -1.527 0.359 0.675  H1 1.014, C3 1.258
3 C -1.946 -0.225 -0.358  N2 1.258, O4 1.352, O5 1.328
4 O -2.276 -1.529 -0.495  C3 1.352, H7 0.965
5 O -2.157 0.416 -1.501  C3 1.328, C6 1.416
6 C -1.788 1.782 -1.509  O5 1.416, H8 1.093, H9 1.087, H10 1.092
7 H -2.001 -2.035 0.280  O4 0.965
8 H -2.376 2.341 -0.775  C6 1.093
9 H -1.989 2.140 -2.516  C6 1.087
10 H -0.729 1.888 -1.265  C6 1.092
11 N 0.686 -1.926 -0.556  O12 1.224, H13 1.059
12 O 0.779 -0.943 -1.278  N11 1.224
13 H 1.465 -2.621 -0.736  N11 1.059
14 C 1.776 0.722 0.701  C15 1.511, H16 1.088, H17 1.098, H18 1.086
15 C 2.059 -0.552 1.463  C14 1.511, H19 1.106, H20 1.086, H21 1.087
16 H 2.586 1.441 0.801  C14 1.088
17 H 1.672 0.488 -0.367  C14 1.098
18 H 0.840 1.170 1.021  C14 1.086
19 H 1.401 -1.350 1.071  C15 1.106
20 H 1.841 -0.453 2.522  C15 1.086
21 H 3.090 -0.874 1.337  C15 1.087

=====

For each record above, in turn, the calculated energy relative to the best compared isomer or geometry (same formula, charge and spin) values are 27.7 103.8 kcal per mole.
For each record above, in turn, the calculated strongest force on any atom values are 5.60 2.37 eV/A.